Entry 1:
{"formula": "C19H20F", "method": "ωB97M-V with the def2-TZVPD basis set", "symbols": ["C", "C", "C", "C", "C", "C", "H", "H", "H", "H", "H", "H", "H", "H", "H", "H", "F", "C", "C", "C", "C", "C", "C", "C", "C", "C", "C", "C", "C", "C", "H", "H", "H", "H", "H", "H", "H", "H", "H", "H"], "xyz": [[-1.72658, 0.96466, 2.28787], [-0.81145, -0.22519, 2.42947], [-1.51502, -1.58876, 2.43208], [0.57096, 0.01747, 2.32380], [1.62247, -1.11753, 2.31468], [1.16763, 1.27292, 2.25885], [-1.21710, 1.93949, 2.28758], [-2.32025, 0.88568, 1.35166], [-2.44364, 0.97061, 3.12859], [-0.68718, -2.32019, 2.42508], [-2.10382, -1.51464, 1.44980], [1.12686, -2.09700, 2.33731], [2.24550, -1.06759, 1.39342], [2.31228, -1.04715, 3.18799], [2.26003, 1.40238, 2.16881], [0.61299, 2.21704, 2.25156], [-2.12672, -6.81707, 0.93875], [-2.93372, -5.76277, 1.31820], [-4.21711, -5.66192, 0.81961], [-4.98901, -4.59052, 1.28741], [-4.45279, -3.66886, 2.18303], [-3.09171, -3.70486, 2.55424], [-2.47364, -2.44828, 3.29014], [-1.86884, -2.84584, 4.64840], [-2.06550, -1.89805, 5.67617], [-1.13033, -1.76993, 6.69496], [-0.07042, -2.69607, 6.77528], [-0.04466, -3.79284, 5.92326], [-1.02415, -3.92185, 4.92315], [-2.36325, -4.82672, 2.18975], [-4.59074, -6.43364, 0.16625], [-6.00415, -4.49966, 0.90756], [-5.10018, -2.85326, 2.52572], [-3.25614, -1.71123, 3.44343], [-2.89853, -1.18911, 5.57772], [-1.23126, -0.94983, 7.41670], [0.66718, -2.59240, 7.56572], [0.72108, -4.55862, 6.02465], [-1.05851, -4.83520, 4.34275], [-1.33019, -4.93134, 2.49950]], "forces_ev_per_angstrom": [[-0.2, 0.1, 0.2], [-2.7, 0.8, 0.4], [2.6, -1.0, -2.1], [3.1, -0.4, 0.2], [-0.1, -0.2, 0.0], [-1.2, -0.3, -0.2], [-0.3, -0.6, -0.1], [0.3, -0.1, 0.5], [0.1, -0.1, -0.3], [-0.2, 0.4, -1.2], [1.1, -0.2, 0.8], [0.5, 0.3, 0.0], [-0.5, 0.0, 0.6], [-0.6, 0.0, -0.6], [-0.7, -0.4, 0.1], [0.2, -0.4, 0.1], [-0.9, 1.0, 0.3], [1.0, -0.5, 0.2], [0.3, 0.2, 0.7], [0.3, -0.5, 0.0], [0.0, 0.7, -0.4], [-0.4, 1.2, -0.2], [-1.8, -0.9, 1.6], [-0.5, 1.1, 0.5], [0.7, 0.5, -0.6], [0.0, -0.4, 0.3], [-0.4, 0.4, 0.2], [-0.7, 0.0, 0.1], [0.8, 0.3, -0.3], [0.3, 0.1, -0.7], [-0.1, 0.1, -0.2], [0.1, 0.1, 0.3], [0.4, -0.2, -0.1], [-0.8, -0.5, 0.6], [0.5, -0.1, 0.0], [0.1, -0.5, -0.2], [0.0, 0.0, -0.2], [-0.3, 0.1, 0.1], [0.3, 0.3, -0.1], [-0.1, -0.2, -0.4]], "lowdin_charge": [-0.01, -0.06, -0.05, -0.23, -0.03, 0.23, 0.07, 0.13, 0.12, 0.11, 0.18, 0.07, 0.10, 0.11, 0.12, 0.09, 0.04, -0.23, 0.00, -0.06, -0.04, -0.16, -0.20, -0.18, -0.05, -0.07, -0.08, -0.06, -0.03, 0.02, 0.12, 0.12, 0.12, 0.12, 0.12, 0.11, 0.11, 0.11, 0.09, 0.11], "largest_force_ev_per_a": 3.45, "orbital_gap_ev": 5.28, "charge": 1}


Entry 2:
{"formula": "C19H20F3S", "method": "ωB97M-V with the def2-TZVPD basis set", "symbols": ["C", "C", "C", "S", "C", "C", "H", "H", "H", "H", "H", "H", "H", "H", "H", "H", "F", "C", "F", "F", "C", "C", "C", "C", "C", "C", "C", "C", "C", "C", "C", "C", "C", "H", "H", "H", "H", "H", "H", "H", "H", "H", "H"], "xyz": [[1.89571, 2.37032, 2.17451], [2.35989, 1.01529, 1.63627], [1.54478, -0.14608, 2.17360], [-0.18848, 0.00009, 1.74921], [-0.44196, 1.50254, 2.68938], [0.39241, 2.65383, 2.15779], [2.22172, 2.42661, 3.22277], [2.41150, 3.16662, 1.62055], [2.34511, 1.00344, 0.54176], [3.41041, 0.86764, 1.91893], [1.86552, -1.10199, 1.74970], [1.58561, -0.20172, 3.26749], [-1.51380, 1.70968, 2.62137], [-0.18282, 1.25431, 3.72509], [0.19777, 3.54227, 2.77256], [0.05666, 2.91429, 1.14917], [2.44862, -5.10402, -2.03522], [2.71749, -3.94453, -2.70778], [4.04102, -3.66304, -2.50494], [2.56623, -4.21338, -4.04243], [1.83018, -2.81702, -2.25045], [2.26958, -1.50336, -2.36528], [1.45103, -0.47449, -1.92321], [0.20367, -0.71546, -1.28308], [-0.53902, 0.40592, -0.72434], [-1.97920, 0.60237, -0.69562], [-2.46042, 1.91834, -0.45361], [-3.79176, 2.16066, -0.13302], [-4.70679, 1.10130, -0.05515], [-4.27450, -0.18498, -0.40865], [-2.96204, -0.41332, -0.83665], [-0.19253, -2.06482, -1.16501], [0.57438, -3.08687, -1.71840], [3.22617, -1.28310, -2.83250], [1.77207, 0.55643, -2.08019], [0.05604, 1.32083, -0.63274], [-1.74997, 2.74413, -0.54748], [-4.11666, 3.18738, 0.02721], [-5.74314, 1.29515, 0.23795], [-4.99246, -1.00399, -0.38227], [-2.70710, -1.36847, -1.29453], [-1.09357, -2.32663, -0.61035], [0.19265, -4.10216, -1.75241]], "forces_ev_per_angstrom": [[0.3, 0.2, 0.3], [0.2, 0.2, -0.1], [0.4, -0.4, -0.4], [-0.3, -0.4, -0.3], [-0.6, 0.3, -0.2], [0.1, 0.2, -0.1], [0.0, 0.1, -0.2], [-0.1, -0.2, 0.3], [-0.1, -0.1, 0.0], [-0.2, 0.0, 0.0], [0.1, 0.1, 0.2], [0.0, -0.1, -0.2], [0.1, 0.1, 0.2], [-0.2, 0.0, -0.1], [0.0, -0.2, -0.1], [0.0, -0.1, 0.0], [0.2, 1.1, -0.6], [0.9, -1.2, -0.5], [-1.3, -0.1, -0.2], [0.1, 0.4, 1.3], [-0.2, 0.2, 0.0], [-0.2, 0.2, -0.1], [-0.4, 0.4, 0.3], [0.9, -1.0, 0.0], [-0.1, 0.3, 0.1], [-0.6, 0.3, -0.2], [0.2, -0.3, 0.3], [0.1, 0.1, -0.3], [0.6, 0.0, 0.0], [0.0, 0.2, -0.3], [0.0, 0.0, 0.4], [-0.2, 0.1, -0.1], [-0.1, 0.0, 0.1], [-0.2, 0.0, 0.2], [0.0, -0.2, 0.1], [-0.3, -0.2, -0.3], [-0.2, -0.2, 0.3], [0.0, -0.3, 0.0], [0.4, -0.2, -0.1], [0.2, 0.2, -0.2], [-0.1, 0.2, 0.5], [0.3, 0.1, -0.2], [0.1, 0.1, 0.4]], "lowdin_charge": [-0.20, -0.24, -0.41, 1.05, -0.41, -0.24, 0.12, 0.12, 0.10, 0.13, 0.09, 0.10, 0.08, 0.10, 0.13, 0.09, 0.13, -0.51, 0.13, 0.14, -0.10, 0.02, 0.00, -0.22, -0.03, -0.24, -0.03, -0.05, -0.03, -0.04, 0.00, 0.00, 0.02, 0.14, 0.13, 0.11, 0.12, 0.12, 0.12, 0.12, 0.11, 0.11, 0.14], "largest_force_ev_per_a": 1.57, "orbital_gap_ev": 7.14, "charge": 1}


| no. | total energy (eV) |
| --- | --- |
| 1 | -22734.90354 |
| 2 | -39008.68242 |